[1]
{"formula": "C24H72N9O6P3S3", "method": "ωB97M-V with the def2-TZVPD basis set", "orbital_gap_ev": 8.05, "symbols": ["H", "H", "H", "H", "C", "H", "H", "C", "H", "H", "H", "H", "C", "H", "H", "C", "H", "H", "H", "H", "O", "S", "H", "H", "H", "C", "H", "N", "H", "H", "C", "H", "H", "N", "H", "N", "H", "H", "H", "H", "H", "H", "H", "H", "H", "O", "C", "H", "O", "H", "O", "H", "H", "C", "H", "H", "H", "H", "H", "C", "H", "C", "H", "C", "H", "O", "H", "H", "N", "N", "P", "H", "S", "H", "C", "C", "C", "H", "H", "N", "N", "H", "H", "N", "H", "H", "H", "C", "S", "H", "C", "H", "H", "H", "C", "N", "P", "C", "H", "C", "H", "C", "H", "C", "H", "H", "C", "H", "C", "H", "P", "H", "H", "C", "O", "H", "H"], "coordinates": [[-3.24023, -0.33554, 5.38686], [-0.58666, -6.24505, 9.02528], [5.06964, 2.51116, 9.79360], [6.25494, -5.88964, 5.99894], [-6.01741, -4.21267, 8.34142], [-5.33417, -4.87629, 7.81143], [4.39663, -1.45599, 14.14362], [2.58073, -10.91035, 8.91445], [0.90710, -4.05980, 7.98206], [4.18082, -1.25705, 10.58517], [-7.21068, -8.84730, 7.94307], [-1.31685, -7.12084, 7.68356], [3.94301, -1.28459, 6.43905], [-7.83433, -3.11513, 10.00517], [1.55689, -5.06533, 9.29046], [-2.93736, -2.63042, 7.58333], [1.22239, -2.07514, 11.21101], [-4.01644, -7.53041, 8.54602], [-2.29420, -2.97842, 8.39163], [7.73029, -0.41345, 5.84213], [-5.02457, -6.12938, 11.23352], [2.96193, -10.52524, 10.67749], [-3.54150, -3.38537, 7.08017], [-8.14607, -8.08149, 9.11764], [-6.68570, -3.80865, 7.58100], [1.82336, 0.46906, 9.07633], [3.68646, -0.76753, 5.51442], [3.36801, -0.58373, 12.44762], [2.46650, 3.70484, 11.47110], [-1.28926, -5.32536, 7.73420], [-8.97565, -6.17427, 10.77824], [0.79765, 0.58456, 8.72605], [-4.76344, -8.79537, 9.63156], [3.46565, 1.81470, 11.16283], [-3.37945, -2.02627, 4.93629], [6.11658, -4.39897, 7.55445], [0.96310, -1.84056, 9.46316], [-7.22999, -3.92869, 11.56722], [4.20865, -2.48118, 4.24464], [2.67090, -1.25064, 14.37785], [6.92026, -0.09427, 7.37644], [4.16714, 3.79599, 11.39531], [6.28916, -5.05028, 9.59172], [8.64791, -0.20286, 7.40461], [-8.27392, -7.72528, 12.62683], [1.75375, -10.85097, 11.49091], [-4.90955, -8.09850, 8.80626], [5.61982, -6.29146, 8.54647], [5.48708, -2.17917, 8.84087], [3.37819, 3.18543, 12.84197], [1.28338, 1.06044, 12.56642], [4.61516, -4.82455, 8.98528], [4.34905, -2.28187, 11.84153], [4.42643, -1.21232, 11.64620], [-3.54873, -1.78021, 7.88577], [-9.63162, -6.95056, 11.17218], [9.12348, -3.46208, 7.09366], [5.25214, -3.85760, 4.69750], [-2.12408, -1.13556, 4.22881], [5.60470, -5.22293, 8.76118], [7.48556, -4.67680, 5.81978], [6.90341, -5.22015, 6.56407], [9.61171, -2.07793, 8.06732], [-7.04099, -3.64567, 10.53171], [-7.61864, -6.22675, 13.42697], [-0.69793, -2.83708, 5.95000], [5.43041, 1.25719, 11.02195], [7.49422, -5.89688, 7.18138], [7.56460, -2.09835, 7.11663], [-6.52104, -4.70582, 9.67790], [2.38640, 0.58214, 11.69650], [3.01315, -1.60886, 6.90628], [-1.69065, -1.86152, 6.61674], [3.73597, 0.21433, 14.28915], [3.36310, 3.15258, 11.75257], [3.55470, -0.79808, 13.92821], [4.69397, 1.62690, 10.30846], [3.77314, -8.29743, 9.81000], [4.24705, -0.50467, 7.13717], [-7.59612, -6.46772, 11.27776], [4.96615, -2.22833, 6.25336], [-7.97226, -7.07372, 7.87432], [1.95850, -8.48490, 9.98276], [-6.19651, -7.30703, 9.07906], [-6.45745, -7.31288, 12.72116], [2.31518, -0.13749, 8.31586], [3.12442, -11.78893, 8.56718], [7.76296, -0.60825, 6.91408], [1.03099, -6.38846, 7.26034], [1.51233, -11.12492, 8.88987], [1.56409, -4.89823, 8.21337], [2.24926, 1.47238, 9.08266], [-5.12929, -8.59964, 7.86356], [-5.45421, -3.33420, 8.65638], [-7.48871, -6.96939, 12.63976], [1.81609, -0.21369, 10.30521], [6.00897, -2.65376, 7.54466], [8.77389, -2.73074, 7.82238], [4.49976, 0.91422, 9.50691], [-7.39299, -7.85771, 8.36208], [8.47171, -3.17797, 8.76936], [-2.66582, -1.23600, 5.16930], [5.35628, -0.70823, 11.90961], [2.94457, -8.68948, 10.39979], [2.56559, -4.64697, 7.86412], [-0.12169, -1.19135, 10.53744], [0.95145, -1.35498, 10.43896], [5.88546, -2.27319, 4.43637], [5.03899, -2.80316, 4.87310], [2.78979, -10.14648, 8.16552], [-6.19466, -6.18968, 10.32778], [-9.14835, -6.26294, 9.70567], [-6.25431, -2.89220, 10.57053], [-0.73272, -6.23853, 7.94513], [1.75626, -7.58586, 7.84065], [-9.03671, -5.16091, 11.17506], [2.99898, -8.18574, 11.36487]], "forces_ev_per_a": [[0.2, 0.1, 0.2], [0.0, -0.2, 0.1], [-0.5, 0.4, 0.4], [-0.4, 0.1, -0.1], [0.6, 0.5, 1.7], [-0.1, -0.4, 0.5], [0.1, 0.2, -0.4], [-0.1, -0.4, -0.2], [-0.1, -0.1, -0.2], [0.3, 0.9, 0.0], [0.2, 0.7, -0.8], [0.2, 0.0, -0.2], [-1.0, 1.8, 1.0], [-0.6, -0.3, 0.4], [0.0, -0.3, -0.1], [0.1, 0.0, -0.4], [0.4, 0.3, 0.0], [-0.1, 0.5, 0.7], [-0.7, -0.4, 0.4], [0.3, 0.3, 0.1], [0.2, -0.9, -0.7], [0.3, 0.9, -0.6], [0.3, -0.1, 0.1], [0.0, -0.4, 0.5], [-1.0, -0.4, 0.4], [-0.9, 0.1, -1.8], [0.1, -0.1, -0.1], [-0.6, -0.6, -0.2], [-0.3, -0.3, -0.2], [0.5, 0.0, -0.7], [1.8, -0.1, 1.0], [-0.3, 0.2, -0.2], [0.4, 0.0, -0.3], [-0.5, 0.4, -0.8], [-0.2, -0.1, 0.1], [0.5, 0.5, -0.4], [0.4, -0.6, -0.1], [-0.3, -0.3, -0.4], [-0.3, -0.2, 0.5], [-0.1, 0.3, 0.0], [-0.1, 0.2, -0.1], [0.3, -0.3, 0.0], [-0.2, 0.0, 0.2], [0.1, -0.5, -0.2], [0.4, -0.4, 1.1], [0.3, 0.2, -0.4], [-1.7, 0.5, -0.3], [-0.3, 0.2, -0.4], [-0.2, 0.2, -0.2], [0.1, -0.3, 0.1], [0.9, 0.2, -0.1], [0.1, -0.4, 0.3], [0.9, -0.2, 0.6], [-1.4, -0.4, 0.2], [-0.1, -0.1, 0.3], [-0.3, 0.5, 0.6], [0.3, -0.3, 0.5], [-0.4, -0.1, 0.8], [0.7, 0.2, 0.6], [0.9, 2.0, -1.3], [0.1, 0.3, 0.5], [-1.0, 0.0, 1.3], [-0.4, 0.5, -0.4], [1.2, 0.7, -0.9], [-0.4, 0.2, 0.0], [-1.7, 0.7, 1.4], [0.6, -0.1, -0.7], [0.7, 0.1, -0.3], [1.4, 0.5, 1.0], [-1.0, -0.3, -2.4], [0.7, -0.7, 0.4], [-0.2, -0.7, -0.3], [2.5, 0.6, -3.0], [0.0, -0.3, 0.9], [-0.4, 0.4, 0.0], [-0.7, 1.2, -1.5], [-1.0, -0.9, 1.2], [-0.2, -0.4, -0.4], [0.3, 0.2, 0.0], [0.8, 0.1, -2.2], [1.3, -2.1, -0.1], [0.7, -0.2, -1.3], [0.3, 0.1, -0.3], [1.8, -0.5, -0.9], [-0.3, -0.5, 0.4], [0.2, 0.1, -0.2], [0.0, -0.2, 0.4], [-1.6, -1.1, 0.0], [-0.4, 0.6, 0.7], [0.0, 0.0, 0.1], [0.1, -0.2, -0.5], [0.1, -0.3, 0.4], [0.1, -0.5, 0.2], [0.5, 0.2, -0.4], [0.2, 0.0, -1.3], [1.4, 0.9, 2.7], [0.0, -2.1, -0.9], [-1.5, -0.4, -0.9], [0.1, -0.3, 0.3], [-0.4, 0.9, 2.8], [0.0, -0.3, -0.1], [-0.9, -0.8, 0.3], [0.4, -0.7, -0.5], [-0.5, -0.4, 0.8], [0.0, 0.0, 0.1], [-0.2, 0.9, 0.5], [-0.3, -0.7, -1.0], [0.3, -0.2, -0.5], [1.4, 1.4, 0.2], [0.0, 0.5, 0.5], [-1.7, -0.1, 1.4], [0.6, 0.5, 0.0], [0.3, 0.3, 0.4], [0.8, -0.8, 0.8], [-1.1, 1.1, -0.3], [-1.8, 0.0, -0.4], [0.0, -0.3, 0.2]]}

[2]
{"formula": "C24H72O12S12", "method": "ωB97M-V with the def2-TZVPD basis set", "orbital_gap_ev": 8.38, "symbols": ["C", "H", "H", "O", "H", "C", "C", "H", "H", "C", "H", "C", "H", "O", "C", "H", "O", "H", "H", "H", "H", "S", "C", "S", "H", "O", "H", "S", "H", "H", "H", "H", "C", "C", "H", "C", "S", "H", "O", "H", "S", "C", "H", "H", "H", "S", "S", "C", "H", "H", "S", "H", "H", "H", "H", "C", "H", "H", "C", "H", "H", "H", "C", "H", "S", "H", "H", "C", "H", "H", "H", "C", "H", "C", "H", "H", "H", "C", "H", "H", "H", "H", "H", "H", "O", "H", "H", "H", "H", "H", "O", "H", "S", "H", "O", "H", "O", "C", "H", "C", "H", "C", "O", "H", "H", "H", "C", "H", "H", "H", "H", "S", "O", "C", "S", "H", "O", "H", "H", "H"], "coordinates": [[21.45662, 17.20399, 8.89594], [28.73333, 10.60052, 8.14039], [24.13541, 11.25059, 9.18871], [26.84065, 14.95737, 13.51680], [20.52603, 17.54973, 8.43741], [30.30578, 10.96160, 10.40211], [29.64411, 15.57359, 6.14283], [25.74461, 18.14229, 5.83117], [29.83998, 10.11016, 10.81823], [26.22824, 12.48923, 16.15281], [27.57411, 18.86585, 9.07245], [22.92305, 16.81205, 10.97764], [23.82784, 9.56329, 9.03917], [23.12787, 14.39356, 6.93523], [27.28243, 19.08026, 8.04900], [25.05608, 10.22441, 8.01733], [31.32415, 11.91063, 8.18227], [23.08443, 11.86973, 14.05515], [28.66243, 13.56012, 11.91012], [29.79839, 8.72552, 13.62416], [25.36833, 13.17007, 8.24836], [27.90176, 9.64119, 14.37527], [25.24637, 12.39996, 12.70773], [24.22091, 15.21244, 7.67334], [30.46073, 15.22560, 5.52918], [26.40548, 9.51512, 13.99420], [25.02577, 11.29848, 12.70852], [27.27013, 12.42281, 17.61300], [28.84951, 14.61324, 10.61570], [25.59030, 10.96139, 18.12395], [28.56211, 13.02751, 8.33672], [25.83777, 12.62839, 11.75897], [29.52740, 9.89687, 8.08469], [26.33099, 11.42011, 18.73140], [23.50712, 16.32185, 14.72734], [22.97843, 13.00427, 14.08013], [25.93375, 10.25689, 10.14953], [24.87526, 15.90051, 5.56602], [23.61679, 18.11723, 16.90025], [22.29183, 21.39403, 9.65470], [21.34722, 17.60169, 10.66257], [24.62122, 10.31126, 9.00113], [25.06513, 15.54347, 14.96684], [28.54952, 8.87626, 12.25817], [26.71116, 8.83727, 8.38707], [27.66455, 15.58174, 12.37950], [29.58760, 15.09783, 7.91337], [26.56036, 8.75947, 9.45024], [27.78218, 13.83792, 7.05830], [29.76361, 16.64589, 6.07008], [23.93531, 13.58425, 12.73717], [23.77594, 15.04378, 15.98201], [28.44161, 7.57931, 13.37387], [24.72602, 13.99269, 9.72327], [25.82403, 12.57613, 13.54235], [25.19491, 20.16052, 11.55953], [25.89773, 17.13384, 11.74043], [21.94107, 13.24580, 13.87275], [25.53977, 19.15942, 6.06665], [22.44187, 20.19836, 10.97172], [23.04703, 16.83836, 12.03499], [29.41610, 11.12230, 13.25603], [28.39895, 11.16735, 13.62466], [27.52894, 8.66729, 9.90371], [24.32529, 21.49138, 10.77592], [25.89266, 7.97890, 9.77852], [22.93333, 15.74769, 10.65262], [25.18445, 14.10428, 8.73618], [23.13204, 19.80912, 9.50187], [27.79736, 11.38250, 12.78749], [25.74800, 14.51810, 6.00317], [25.46539, 15.45632, 6.41027], [29.35926, 12.97029, 6.82022], [22.92815, 20.63990, 10.12737], [25.92436, 17.50953, 14.35988], [29.47430, 11.66596, 10.42699], [31.12762, 11.18622, 11.16404], [26.38526, 16.23127, 11.29840], [29.31581, 9.03697, 8.63714], [25.99990, 11.57878, 15.72366], [26.29146, 19.83767, 5.69890], [26.36646, 18.73255, 15.53837], [25.28374, 13.03787, 16.30653], [22.28265, 17.78479, 8.62724], [26.96292, 11.26946, 9.67074], [26.12879, 20.48230, 11.97630], [29.90156, 9.69344, 7.08093], [27.62586, 18.16295, 7.53237], [24.92184, 18.90564, 14.67553], [23.66165, 17.46927, 10.53239], [25.11768, 21.96365, 9.48204], [26.67236, 13.19094, 15.49208], [24.80453, 17.22838, 16.51866], [27.28725, 13.62390, 10.79282], [23.13094, 13.36854, 11.47368], [26.11042, 14.56168, 9.06541], [28.33954, 11.41827, 17.19410], [25.53864, 18.14004, 15.11259], [24.57616, 19.47100, 5.72751], [28.09335, 14.23747, 11.26021], [25.29093, 19.37133, 10.81508], [28.73677, 13.58349, 7.44639], [24.85191, 18.02207, 8.18151], [27.80189, 19.88961, 7.69999], [21.58800, 16.15027, 8.88276], [26.29941, 16.05011, 6.77074], [28.76342, 8.62369, 13.22769], [28.62656, 15.38929, 5.67535], [25.70586, 12.02735, 19.48026], [28.28625, 12.00927, 14.36397], [26.74571, 16.54731, 10.36283], [25.51913, 19.33554, 7.81260], [28.50460, 16.03245, 8.43647], [24.16600, 15.91612, 15.46357], [31.06385, 10.58461, 8.84031], [24.68983, 19.81504, 12.50644], [20.33936, 16.52858, 11.05266], [25.53953, 15.60911, 11.10387], [27.00983, 10.70581, 19.22184], [23.28001, 13.25408, 15.10933]], "forces_ev_per_a": [[-1.3, 1.5, 1.2], [-0.6, 0.7, -0.1], [-0.3, 0.7, -0.4], [1.3, 0.6, -0.7], [0.2, -0.2, 0.0], [1.3, 0.6, 2.0], [-1.0, 0.9, -0.6], [0.2, -0.7, -0.2], [-0.3, -1.6, 0.2], [-1.2, 2.5, 1.6], [-0.5, 0.4, 0.4], [0.1, 0.1, 0.0], [0.3, -0.3, 0.7], [1.8, 0.9, 1.3], [-0.5, -2.8, 0.5], [0.1, 0.5, -0.4], [0.0, -0.7, 0.1], [-0.5, 1.2, 0.0], [-0.2, -0.1, 0.1], [-0.3, -0.2, -1.0], [0.1, -0.6, -0.2], [-2.9, -0.1, -0.4], [-0.2, -1.4, -2.5], [-1.6, -1.2, -0.7], [0.2, -0.9, 0.1], [1.8, 0.2, 0.7], [-0.5, 1.1, 0.0], [1.7, -1.0, -0.7], [0.2, 0.5, -1.1], [-0.5, -1.1, -0.4], [-0.1, -0.5, 0.9], [-0.7, -0.2, 1.4], [2.4, 1.1, -0.6], [-1.6, 1.1, 1.6], [-0.6, 0.2, -0.3], [-0.3, -3.2, 1.0], [1.2, -0.1, -0.4], [0.7, 0.2, 0.8], [1.5, -1.2, 0.0], [0.2, -0.3, 0.1], [-1.4, -3.3, -0.7], [-1.2, 0.5, -0.6], [0.0, 0.0, -0.3], [-0.1, 0.9, -2.4], [-0.3, 0.1, -0.4], [-2.5, -1.2, 0.2], [-1.3, 0.7, -1.6], [0.4, -0.2, 1.0], [-0.7, 0.4, -0.7], [0.0, 0.5, 0.5], [0.1, 1.1, -1.7], [-0.4, 0.5, 0.4], [0.1, 0.4, 0.2], [-0.9, -0.4, -0.5], [1.5, 0.6, 1.7], [-0.6, -1.1, 0.9], [0.7, -0.5, 0.1], [0.0, 0.3, 0.1], [0.4, 1.2, -0.1], [-0.7, 0.0, 0.7], [0.2, -0.1, 1.0], [0.4, 0.0, 0.3], [0.8, 1.5, 1.5], [0.5, -0.5, 0.3], [1.6, 2.4, -2.8], [0.0, -0.6, -0.2], [-0.1, 0.8, -0.1], [0.0, 0.6, 0.8], [0.7, -0.5, -1.0], [-1.1, -0.1, -1.1], [0.5, -1.1, 0.0], [-1.1, 0.8, -0.8], [0.3, 0.0, -0.5], [-0.5, 0.4, 0.7], [0.5, -0.9, -0.7], [0.4, 0.5, -0.6], [-1.1, 0.2, -1.2], [-0.9, 2.0, 1.1], [-0.4, -1.6, 0.6], [-0.1, -2.2, -0.8], [0.3, 0.2, -0.5], [-0.1, -0.4, -0.1], [0.0, -0.4, 0.7], [1.5, 0.5, -1.4], [-0.7, 0.0, 0.5], [0.8, 0.5, -0.5], [-0.6, -0.2, -0.1], [-0.4, 0.4, -0.1], [-1.1, -0.1, 0.1], [0.5, -0.3, -0.3], [-1.3, -1.2, 3.1], [1.1, 0.3, -0.9], [-2.3, 1.7, -0.7], [0.5, 1.0, 0.2], [0.3, -0.1, 0.7], [0.5, 0.4, -0.8], [-0.4, 1.1, 0.1], [1.2, 1.0, 1.4], [-0.6, 0.1, -0.4], [0.3, -1.3, 1.2], [0.3, -0.3, 0.2], [0.6, -0.2, 1.1], [0.0, 0.6, 0.8], [1.3, 2.2, -0.9], [0.1, -0.8, -0.3], [0.0, 0.1, 0.0], [1.1, -1.8, 3.0], [1.3, -0.2, 0.6], [1.3, -0.7, -0.9], [0.3, -0.9, -0.7], [1.0, 0.3, -1.3], [-0.1, -1.3, 0.5], [0.7, -0.7, 0.1], [1.4, -0.7, 0.2], [-1.0, 0.9, -0.4], [-0.2, 0.2, -1.2], [0.2, 1.4, 0.7], [-0.2, -1.2, 0.3], [-0.3, 0.5, -0.3], [0.0, 0.5, -0.7]]}

It is found that the highest occupied orbital energy values, taken in the order of the records, are -0.289 -0.308 Ha.
It is found that the E_tot values, taken in the order of the records, are -4120.3680 -6638.2392 hartree.
It is found that the energy relative to the best compared isomer or geometry (same formula, charge and spin) values, taken in the order of the records, are 115.9 61.5 kcal per mole.